Entry 1:
Molecular formula: C2H3FO2S
Method: DFT, ωB97M-V/def2-TZVPD

Geometry as XYZ:
```
9
Properties=species:S:1:pos:R:3:nbo_charge:R:1
C 0.481 -0.289 0.721 -0.751
C 0.275 0.461 -0.572 0.061
O -1.290 -1.604 -0.726 -0.876
O -2.125 0.317 0.700 -0.860
F 0.444 1.822 -0.395 -0.349
S -1.130 -0.378 -0.018 2.135
H 1.039 -1.267 0.684 0.274
H 0.615 0.375 1.588 0.269
H 1.692 0.563 -1.982 0.097
```

Values from the calculation:
- 2S+1: 1
- Orbital gap (spin up / spin down): 8.76 / 8.67 eV
- Energy above the lowest of the compared OMol25 structures with the same formula, charge and spin: 6.502 eV
- Charge: 0
- Highest occupied orbital energy (spin up / spin down): -10.43 / -9.92 eV
- LUMO level (spin up / spin down): -1.67 / -1.25 eV

***

Entry 2:
Molecular formula: C21H18ClN3O
Method: DFT, ωB97M-V/def2-TZVPD

Geometry as XYZ:
```
44
Properties=species:S:1:pos:R:3:nbo_charge:R:1
C 0.523 5.075 0.847 -0.637
C 0.154 3.652 0.598 -0.023
C -0.807 3.165 -0.251 0.134
N -0.818 1.790 -0.176 -0.308
C 0.114 1.394 0.726 0.374
C 0.754 2.522 1.224 -0.286
C 1.796 2.518 2.152 0.282
N 2.667 2.495 2.903 -0.337
N 0.404 0.066 1.021 -0.621
C -0.520 -0.905 1.296 0.686
O -1.710 -0.682 1.387 -0.610
C 0.059 -2.268 1.451 -0.165
C -0.635 -3.178 2.241 -0.132
C -0.153 -4.467 2.383 -0.061
C 1.005 -4.868 1.733 -0.211
C 1.679 -3.963 0.931 -0.199
C 1.216 -2.667 0.787 -0.187
H 1.737 -1.984 0.133 0.225
H 2.572 -4.274 0.411 0.222
H 1.368 -5.877 1.850 0.231
Cl -1.006 -5.593 3.376 0.017
H -1.542 -2.863 2.733 0.240
H 1.371 -0.123 1.245 0.424
C -1.618 0.904 -0.988 -0.250
C -0.771 -0.164 -1.636 -0.045
C 0.453 0.163 -2.208 -0.213
C 1.242 -0.818 -2.781 -0.210
C 0.815 -2.136 -2.791 -0.220
C -0.407 -2.466 -2.233 -0.220
C -1.197 -1.485 -1.658 -0.159
H -2.144 -1.746 -1.212 0.216
H -0.745 -3.491 -2.236 0.218
H 1.434 -2.902 -3.234 0.216
H 2.193 -0.553 -3.220 0.216
H 0.793 1.189 -2.199 0.217
H -2.110 1.502 -1.758 0.226
H -2.385 0.430 -0.365 0.251
C -1.733 3.922 -1.136 -0.647
H -1.545 3.706 -2.190 0.217
H -1.587 4.986 -0.977 0.235
H -2.772 3.680 -0.914 0.223
H -0.320 5.626 1.263 0.221
H 1.350 5.124 1.552 0.232
H 0.826 5.566 -0.078 0.219
```

Values from the calculation:
- 2S+1: 1
- Orbital gap: 8.27 eV
- Charge: 0
- Structure (SMILES): Cc1c(C#N)c(NC(=O)c2cccc(Cl)c2)n(Cc2ccccc2)c1C
- Highest occupied orbital energy: -8.08 eV
- LUMO level: 0.19 eV

***

Entry 3:
Molecular formula: C7H14N2
Method: DFT, ωB97M-V/def2-TZVPD

Geometry as XYZ:
```
23
Properties=species:S:1:pos:R:3:nbo_charge:R:1
C -2.116 -1.241 -0.627 -0.411
C -3.670 -1.150 -0.720 -0.613
C -1.660 -1.872 0.655 -0.622
H -1.831 -1.745 -1.541 0.213
H -1.879 -0.166 -0.633 0.199
H -3.962 -1.641 -1.650 0.204
H -2.117 -1.488 1.576 0.201
H -1.918 -2.936 0.556 0.208
H -4.180 -0.189 -0.660 0.207
H -4.203 -1.650 0.099 0.200
H -0.617 -1.832 0.960 0.215
C 3.657 1.292 -1.260 -0.637
C 2.456 2.048 0.871 -0.145
C 2.583 1.222 -0.226 0.110
C 0.841 0.531 0.837 0.178
N 1.416 1.458 1.604 -0.519
N 1.597 0.248 -0.204 -0.467
H 2.829 2.930 1.363 0.218
H 0.890 2.013 2.255 0.401
H 4.331 2.085 -0.897 0.209
H 3.440 1.583 -2.276 0.227
H -0.129 0.118 1.034 0.198
H 4.241 0.380 -1.115 0.227
```

Values from the calculation:
- 2S+1: 1
- Orbital gap: 9.46 eV
- Energy above the lowest of the compared OMol25 structures with the same formula, charge and spin: 1.115 eV
- Charge: 0
- Structure (SMILES): Cc1c[nH]cn1.CCC
- Highest occupied orbital energy: -8.62 eV
- LUMO level: 0.84 eV

***

Entry 4:
Molecular formula: C4H7NO
Method: DFT, ωB97M-V/def2-TZVPD

Geometry as XYZ:
```
13
Properties=species:S:1:pos:R:3:nbo_charge:R:1
C 1.242 0.976 0.026 -0.639
C 0.145 0.100 -0.522 -0.038
C -0.104 -1.273 0.068 -0.537
C -1.493 -0.856 0.500 0.683
O -2.332 -1.403 1.166 -0.543
N -1.404 0.483 0.095 -0.688
H 1.346 1.936 -0.498 0.222
H 1.027 1.173 1.077 0.230
H 2.201 0.449 -0.050 0.222
H 0.187 0.071 -1.639 0.191
H -0.110 -2.102 -0.635 0.235
H 0.564 -1.465 0.905 0.236
H -1.269 0.859 -0.813 0.426
```

Values from the calculation:
- 2S+1: 1
- Orbital gap: 10.50 eV
- Energy above the lowest of the compared OMol25 structures with the same formula, charge and spin: 2.904 eV
- Charge: 0
- Structure (SMILES): C[C@H]1CC(=O)N1
- Highest occupied orbital energy: -9.72 eV
- LUMO level: 0.78 eV

***

Entry 5:
Molecular formula: C35H100F3LiO24
Method: DFT, ωB97M-V/def2-TZVPD

Geometry as XYZ:
```
163
Properties=species:S:1:pos:R:3:mulliken_charge:R:1
Li 17.968 -13.009 -26.298 0.904
C 18.348 -15.996 -25.570 -0.681
O 19.616 -16.112 -24.917 1.858
O 18.463 -14.999 -26.468 -1.303
C 17.897 -17.357 -26.147 -0.011
F 16.994 -17.215 -27.125 -0.088
F 18.950 -18.035 -26.633 0.426
F 17.332 -18.142 -25.207 -0.175
C 19.663 -16.959 -23.779 -0.260
C 21.139 -17.191 -23.451 0.028
H 21.567 -16.277 -23.038 0.162
H 21.188 -17.988 -22.705 0.683
H 21.744 -17.512 -24.298 -0.793
H 19.208 -17.946 -23.895 -0.518
H 19.187 -16.479 -22.917 0.051
H 17.651 -15.679 -24.774 0.373
C 16.444 -20.277 -27.353 0.006
O 15.583 -21.344 -27.656 -0.471
C 16.251 -22.464 -28.179 0.295
C 15.360 -23.691 -28.139 -0.788
O 14.946 -23.912 -26.816 -0.264
C 14.211 -25.121 -26.683 -0.804
H 17.178 -20.608 -26.604 0.001
H 15.885 -19.437 -26.944 0.126
H 16.966 -19.856 -28.224 0.097
H 17.186 -22.665 -27.650 -0.015
H 16.528 -22.284 -29.226 0.109
H 16.031 -24.502 -28.463 0.345
H 14.563 -23.626 -28.887 0.371
H 14.112 -25.278 -25.608 0.221
H 14.819 -25.937 -27.085 0.343
H 13.206 -25.060 -27.106 0.290
C 20.026 -20.442 -24.211 -0.174
O 20.887 -21.533 -24.293 0.224
C 20.416 -22.711 -23.675 -0.659
C 21.314 -23.850 -24.090 -0.602
O 22.577 -23.727 -23.481 -0.239
C 23.337 -24.900 -23.622 -0.837
H 18.966 -20.717 -24.309 0.276
H 20.296 -19.643 -24.899 -0.647
H 20.073 -19.972 -23.206 0.260
H 19.400 -22.957 -24.009 0.375
H 20.469 -22.560 -22.587 0.283
H 21.413 -23.823 -25.183 0.258
H 20.855 -24.806 -23.810 0.468
H 22.899 -25.746 -23.080 0.311
H 24.339 -24.678 -23.259 0.257
H 23.444 -25.209 -24.671 0.326
C 18.725 -18.364 -30.210 -0.663
O 19.373 -19.587 -30.306 -0.143
C 19.867 -19.927 -31.590 -0.875
C 18.792 -20.210 -32.623 -0.700
O 17.907 -21.145 -32.060 -0.180
C 16.771 -21.339 -32.881 -0.863
H 19.212 -17.540 -30.744 0.434
H 18.583 -18.034 -29.183 -0.221
H 17.706 -18.438 -30.616 0.270
H 20.556 -20.769 -31.546 0.437
H 20.517 -19.075 -31.845 0.433
H 19.336 -20.690 -33.450 0.425
H 18.270 -19.332 -33.016 0.390
H 16.190 -22.153 -32.458 0.218
H 17.074 -21.644 -33.892 0.343
H 16.212 -20.401 -32.964 0.355
C 27.577 -15.504 -20.498 -0.550
O 27.207 -15.469 -21.858 -0.408
C 26.016 -14.758 -22.061 0.101
C 25.633 -14.748 -23.533 -0.792
O 24.983 -15.953 -23.837 0.143
C 24.357 -15.908 -25.095 -0.415
H 26.716 -15.781 -19.872 0.104
H 27.957 -14.536 -20.146 0.343
H 28.344 -16.267 -20.379 0.258
H 26.176 -13.708 -21.776 0.509
H 25.189 -15.166 -21.469 -0.282
H 26.567 -14.628 -24.097 0.331
H 25.017 -13.854 -23.683 0.484
H 23.445 -15.294 -25.085 0.118
H 23.973 -16.886 -25.395 -0.279
H 25.046 -15.574 -25.877 0.457
C 24.760 -17.474 -18.565 -0.777
O 24.056 -16.305 -18.902 -0.444
C 23.108 -16.493 -19.925 0.646
C 21.743 -16.036 -19.479 -0.109
O 21.820 -14.679 -19.117 -0.332
C 20.671 -14.261 -18.442 -0.738
H 25.180 -17.325 -17.568 0.267
H 25.548 -17.688 -19.284 0.286
H 24.069 -18.310 -18.421 0.359
H 23.092 -17.515 -20.310 0.655
H 23.404 -15.887 -20.787 -0.977
H 21.396 -16.679 -18.657 0.529
H 20.968 -16.166 -20.247 -0.240
H 20.448 -14.820 -17.524 0.349
H 19.819 -14.369 -19.124 0.141
H 20.776 -13.230 -18.109 0.310
C 22.161 -16.522 -28.103 -0.606
O 22.868 -17.658 -27.711 -0.509
C 22.102 -18.707 -27.221 1.774
C 23.033 -19.816 -26.782 -0.291
O 23.767 -20.431 -27.812 -0.476
C 24.691 -21.384 -27.353 -0.758
H 22.801 -15.643 -28.087 0.325
H 21.274 -16.302 -27.492 0.067
H 21.730 -16.587 -29.115 0.377
H 21.291 -19.017 -27.890 -0.231
H 21.611 -18.444 -26.269 -1.005
H 22.406 -20.608 -26.350 0.037
H 23.681 -19.431 -25.985 0.313
H 24.247 -22.354 -27.093 0.258
H 25.298 -21.016 -26.521 0.297
H 25.315 -21.578 -28.229 0.293
O 20.504 -13.981 -28.210 -0.597
H 19.910 -14.417 -27.560 0.269
H 20.890 -13.239 -27.735 0.336
O 17.475 -14.511 -29.057 -0.690
H 16.527 -14.379 -28.940 0.278
H 17.779 -14.947 -28.225 0.318
O 21.275 -13.683 -25.409 -0.765
H 20.670 -14.459 -25.326 0.289
H 20.699 -12.922 -25.525 0.200
C 24.915 -18.755 -22.738 0.155
O 24.876 -20.113 -22.338 -0.593
H 25.556 -18.550 -23.597 0.390
H 23.922 -18.309 -22.890 -0.285
H 25.317 -18.173 -21.906 0.036
H 24.610 -20.659 -23.084 0.270
C 17.361 -16.236 -19.836 -0.452
O 18.586 -16.936 -19.864 -0.339
H 17.305 -15.370 -20.501 -0.028
H 16.513 -16.885 -20.085 0.262
H 17.163 -15.891 -18.812 0.263
H 18.389 -17.871 -20.072 0.402
C 16.470 -19.746 -21.484 -0.462
O 17.565 -19.414 -20.634 -0.492
H 15.993 -18.811 -21.776 0.238
H 16.865 -20.087 -22.446 0.070
H 15.790 -20.454 -21.025 0.331
H 18.124 -20.172 -20.450 0.251
C 18.568 -13.239 -22.928 -0.241
O 17.904 -12.495 -23.951 -0.618
H 19.056 -14.126 -23.348 0.130
H 19.302 -12.674 -22.354 0.398
H 17.814 -13.612 -22.240 0.095
H 18.593 -12.080 -24.484 0.348
C 20.198 -21.679 -27.553 -0.100
O 19.390 -21.849 -28.717 -0.602
H 20.144 -22.645 -27.045 0.079
H 21.264 -21.570 -27.783 0.464
H 19.777 -20.825 -27.017 -0.041
H 19.414 -21.003 -29.222 0.445
C 13.688 -16.154 -26.717 -0.209
O 12.593 -15.572 -26.025 -0.548
H 13.475 -16.012 -27.780 0.310
H 14.652 -15.681 -26.478 0.013
H 13.905 -17.199 -26.506 0.152
H 12.614 -14.634 -26.228 0.306
C 22.186 -13.418 -21.810 0.312
O 22.245 -12.641 -23.003 -0.638
H 21.365 -14.143 -21.864 -0.240
H 23.103 -13.983 -21.649 -0.318
H 21.996 -12.745 -20.982 0.510
H 22.200 -13.244 -23.772 0.367
```

Values from the calculation:
- 2S+1: 1
- Orbital gap: 7.69 eV
- Charge: 0
- Highest occupied orbital energy: -9.23 eV
- LUMO level: -1.54 eV

***

Entry 6:
Molecular formula: C15H31AsNNaO4P2S
Method: DFT, ωB97M-V/def2-TZVPD

Geometry as XYZ:
```
56
Properties=species:S:1:pos:R:3:nbo_charge:R:1
Na -0.057 0.015 -0.933 0.854
C -0.424 3.812 0.333 -0.928
P 0.317 2.160 0.640 0.766
C 1.993 2.686 1.195 -0.933
C -0.462 1.757 2.252 -0.729
C 0.135 0.497 2.885 -0.692
P 0.381 -0.876 1.666 0.713
C -1.341 -1.200 1.181 -0.985
C 0.609 -2.273 2.854 -0.922
H 0.063 4.262 -0.532 0.230
H -0.308 4.463 1.201 0.224
H -1.485 3.687 0.118 0.246
H 1.919 3.416 2.002 0.223
H 2.521 3.130 0.351 0.235
H 2.563 1.820 1.534 0.225
H -1.526 1.606 2.058 0.284
H -0.365 2.612 2.928 0.225
H -0.511 0.132 3.688 0.234
H 1.117 0.716 3.317 0.219
H -1.954 -1.512 2.024 0.272
H -1.406 -1.963 0.402 0.232
H -1.785 -0.279 0.819 0.265
H -0.124 -2.204 3.658 0.231
H 1.614 -2.261 3.280 0.225
H 0.464 -3.221 2.333 0.229
N -0.678 0.414 -3.815 -0.827
C -1.731 0.358 -2.896 0.200
C -2.122 1.513 -2.213 -0.341
C -3.074 1.433 -1.207 -0.165
C -3.667 0.219 -0.875 -0.345
C -3.296 -0.926 -1.565 -0.168
C -2.343 -0.857 -2.579 -0.343
S -4.665 0.167 0.642 2.417
O -4.674 -1.240 1.008 -1.020
O -5.952 0.743 0.332 -0.988
O -3.853 0.997 1.542 -1.049
H -0.509 1.330 -4.201 0.379
H -0.692 -0.301 -4.525 0.379
H -1.714 2.475 -2.507 0.213
H -3.394 2.315 -0.668 0.242
H -3.781 -1.862 -1.317 0.248
H -2.104 -1.738 -3.166 0.211
C 3.899 -0.854 0.448 -0.995
As 2.849 -1.460 -1.061 1.987
C 4.177 -1.779 -2.439 -0.996
C 2.122 -3.211 -0.693 -0.996
O 1.734 -0.407 -1.619 -1.201
H 4.779 -1.490 0.544 0.239
H 3.316 -0.904 1.364 0.252
H 4.213 0.173 0.266 0.252
H 4.979 -2.427 -2.088 0.237
H 4.586 -0.815 -2.738 0.249
H 3.690 -2.236 -3.299 0.246
H 2.869 -3.841 -0.212 0.244
H 1.846 -3.652 -1.651 0.248
H 1.240 -3.121 -0.065 0.249
```

Values from the calculation:
- 2S+1: 1
- Orbital gap: 7.58 eV
- Energy above the lowest of the compared OMol25 structures with the same formula, charge and spin: 0.724 eV
- Charge: 0
- Highest occupied orbital energy: -7.89 eV
- LUMO level: -0.31 eV

***

Entry 7:
Molecular formula: C2H5IN4P
Method: DFT, ωB97M-V/def2-TZVPD

Geometry as XYZ:
```
13
Properties=species:S:1:pos:R:3:nbo_charge:R:1
C -2.021 -1.755 -0.223 0.329
C 1.044 0.375 0.048 0.373
N -2.220 -2.780 -0.712 -0.260
N 2.228 0.619 0.456 -0.738
N -1.779 -0.524 0.312 -0.987
N 0.627 0.548 -1.147 -0.741
P -0.433 -0.590 1.411 0.851
I -2.944 1.108 -0.300 0.480
H 2.808 1.300 0.011 0.427
H 2.344 0.422 1.486 0.435
H 1.352 0.468 -1.872 0.416
H -0.192 0.051 -1.399 0.424
H -0.815 0.757 1.929 -0.010
```

Values from the calculation:
- 2S+1: 1
- Orbital gap: 8.07 eV
- Energy above the lowest of the compared OMol25 structures with the same formula, charge and spin: 3.076 eV
- Charge: +1
- Structure (SMILES): N#C[N+](I)=[PH]=C(N)N
- Highest occupied orbital energy: -13.50 eV
- LUMO level: -5.43 eV

***

Entry 8:
Molecular formula: C21H25ClN2O3
Method: DFT, ωB97M-V/def2-TZVPD

Geometry as XYZ:
```
52
Properties=species:S:1:pos:R:3:nbo_charge:R:1
O 0.643 -2.280 3.724 -0.749
C -0.608 -1.651 3.772 -0.052
C -0.567 -0.223 3.221 -0.435
H -1.503 0.286 3.458 0.210
H 0.249 0.312 3.710 0.204
C -0.368 -0.206 1.698 -0.041
N 0.871 -0.898 1.333 -0.482
C 1.980 0.035 1.288 -0.241
C 1.799 1.133 0.222 -0.242
N 0.385 1.305 -0.060 -0.443
C -0.397 1.240 1.157 -0.237
H -1.427 1.523 0.929 0.215
H -0.013 1.942 1.919 0.160
C 0.115 2.487 -0.859 -0.234
C -1.226 2.361 -1.530 -0.057
C -1.428 1.411 -2.525 -0.027
C -2.656 1.226 -3.161 -0.272
C -3.686 2.036 -2.754 0.237
C -3.507 2.996 -1.756 0.288
C -2.295 3.171 -1.135 -0.265
H -2.169 3.917 -0.368 0.229
O -4.685 3.659 -1.549 -0.486
C -5.613 3.090 -2.450 0.236
O -4.977 2.074 -3.197 -0.473
H -5.989 3.868 -3.133 0.160
H -6.457 2.660 -1.888 0.160
H -2.785 0.485 -3.931 0.243
Cl -0.119 0.416 -3.029 0.011
H 0.894 2.553 -1.624 0.221
H 0.147 3.410 -0.256 0.176
H 2.293 0.845 -0.710 0.200
H 2.263 2.069 0.581 0.171
H 2.061 0.488 2.280 0.201
H 2.901 -0.520 1.100 0.225
C 0.734 -1.701 0.115 -0.261
C 2.009 -2.428 -0.215 0.045
C 2.538 -3.362 0.668 -0.227
C 3.714 -4.024 0.365 -0.205
C 4.372 -3.767 -0.827 -0.217
C 3.847 -2.844 -1.715 -0.210
C 2.673 -2.177 -1.409 -0.233
H 2.264 -1.460 -2.106 0.210
H 4.352 -2.642 -2.648 0.212
H 5.289 -4.286 -1.064 0.213
H 4.117 -4.747 1.059 0.214
H 2.027 -3.570 1.596 0.218
H -0.053 -2.439 0.310 0.206
H 0.426 -1.086 -0.739 0.208
H -1.196 -0.761 1.244 0.202
H -1.353 -2.236 3.209 0.144
H -0.910 -1.640 4.824 0.177
H 1.024 -2.051 2.855 0.493
```

Values from the calculation:
- 2S+1: 1
- Orbital gap: 8.91 eV
- Energy above the lowest of the compared OMol25 structures with the same formula, charge and spin: 1.551 eV
- Charge: 0
- Structure (SMILES): OCC[C@H]1CN(Cc2cc3c(cc2Cl)OCO3)CCN1Cc1ccccc1
- Highest occupied orbital energy: -8.25 eV
- LUMO level: 0.66 eV

***

Number 1: energy -726.29313 hartree. Number 2: energy -1510.78033 hartree. Number 3: energy -384.59094 hartree. Number 4: energy -286.52492 hartree. Number 5: energy -3506.05497 hartree. Number 6: energy -4424.87321 hartree. Number 7: energy -936.95852 hartree. Number 8: energy -1610.61777 hartree.